[1]
This record from the OMol25 dataset describes one molecule with the formula C3H2O3. The level of theory is wB97M-V/def2-TZVPD.

Output
Energy ... -341.1786 a.u.
E_LUMO ... -1.301 eV
HOMO level ... -10.039 eV

Structure (XYZ):
```
8
Properties=species:S:1:pos:R:3:forces:R:3:nbo_charge:R:1
C -0.170315 -0.182949 -0.553044 -0.177 -0.097 -0.470 0.3778
O 1.114683 1.817303 -0.718170 -0.014 -0.567 0.214 -0.4528
H -1.858413 -1.190885 0.509513 0.083 0.053 0.036 0.1427
C 1.068124 0.686876 -0.308061 0.125 0.487 -0.246 0.3485
O -0.522015 -0.529330 -1.653321 0.188 0.166 0.560 -0.4334
O -0.583370 -0.233516 1.787154 -0.177 -0.175 -0.532 -0.4571
C -0.953581 -0.581579 0.693707 0.060 0.067 0.468 0.3376
H 1.904888 0.214080 0.242222 -0.088 0.066 -0.030 0.1367
```
Positions in Å, forces in eV/Å.

[2]
This record from the OMol25 dataset describes an isolated ion of composition C9H11Cl2N2O2 and charge +1 in a non-equilibrium geometry. The level of theory is wB97M-V/def2-TZVPD.

Output
Energy ... -1529.4782 a.u.
Total charge ... +1
E_LUMO ... -6.568 eV
HOMO level ... -13.227 eV

Structure (XYZ):
```
26
Properties=species:S:1:pos:R:3:forces:R:3:nbo_charge:R:1
C 0.918913 1.306136 0.670228 0.411 3.951 0.203 -0.4835
O -2.229835 1.812144 -0.824540 -2.267 -0.636 0.161 -0.4758
H 1.705453 -1.679290 -0.770584 0.197 -1.407 0.528 0.2310
H 1.977207 0.045503 2.636956 0.199 1.741 3.106 0.2143
C -3.293232 1.314686 -0.508066 2.959 -1.123 0.889 0.3946
N -2.280685 -0.758295 0.061205 4.168 -0.014 0.139 -0.3702
Cl 3.374930 -0.222548 -1.601252 -0.889 -0.441 0.176 0.1507
C -0.571987 -0.318088 -1.598842 0.878 1.106 -2.848 -0.0951
Cl 0.286189 -2.592677 0.925490 -0.020 -0.118 -0.069 0.0274
H 1.709254 2.118258 0.898889 -0.375 -2.150 -0.329 0.2664
H 0.493420 1.666146 -0.273064 0.312 -0.888 -0.515 0.2431
H 1.232480 0.300898 -2.958612 -2.305 -1.039 1.344 0.2918
H -0.443808 -0.577275 1.895250 -0.306 -0.402 -1.184 0.2465
H -1.318319 0.080647 -2.286472 0.029 -0.183 0.265 0.2668
C -3.479882 -0.282831 -0.262021 0.488 0.858 -1.617 0.5501
H 2.244515 -1.574069 1.960900 -0.241 2.274 -0.280 0.2443
H 3.270463 -0.269300 1.274536 -1.656 0.549 1.308 0.2434
C 2.237472 -0.416037 1.777714 2.228 -4.099 -3.309 -0.4296
N 1.193488 -0.073280 0.830313 1.877 -0.340 -2.799 -0.3716
C 1.783105 -0.794912 -1.317390 1.209 1.347 0.885 0.0502
O -4.539573 -0.817694 -0.340606 -0.411 0.106 0.063 -0.4694
C -1.020268 -0.595960 -0.284736 -2.503 -1.136 2.942 0.2703
H -4.126963 1.756141 -0.044505 -1.552 1.578 -0.145 0.1761
H 0.136841 1.671439 1.305300 -0.798 -0.273 1.078 0.2209
C 0.722430 -0.269816 -2.058905 1.009 1.130 -1.026 -0.3158
C 0.018392 -0.829931 0.892808 -2.638 -0.389 1.036 -0.0770
```
Positions in Å, forces in eV/Å.

[3]
This record from the OMol25 dataset describes C28H31ClNO4SScSe4Si as an isolated structure in a non-equilibrium geometry. The level of theory is wB97M-V/def2-TZVPD.

Output
Energy ... -12956.0563 a.u.
Total charge ... -2
E_LUMO ... 4.129 eV
HOMO level ... -1.767 eV

Structure (XYZ):
```
72
Properties=species:S:1:pos:R:3:forces:R:3:mulliken_charge:R:1
Se 2.414885 3.502892 -0.515517 0.043 0.115 -0.192 -0.4657
H -2.812701 3.824939 -2.268455 -0.009 -0.019 -0.050 0.4308
H 0.681781 -3.542323 -1.012084 -0.083 -0.155 -0.003 0.3864
C 0.927854 1.363288 -3.343090 0.082 0.204 0.285 0.2035
H 2.434381 -3.779628 -1.008760 0.108 -0.083 0.055 0.5313
H 3.340476 -0.186086 -0.734138 0.148 0.126 0.016 0.2515
H 0.145476 -1.849852 -3.919135 -0.051 -0.147 -0.028 0.0456
O -0.216844 1.034521 2.469555 -0.256 -0.226 0.239 -0.0492
C -1.259606 -1.272105 -0.934188 0.415 0.201 -0.051 0.4299
C 1.034801 1.810575 -4.647818 0.030 0.094 -0.142 -0.8467
H -1.915287 2.304005 -2.064025 -0.020 0.042 -0.027 -0.0900
C -2.318240 3.033951 0.868344 -0.408 -0.095 0.528 -0.3156
H -1.433761 4.956294 -0.625142 0.143 -0.203 0.050 0.3618
H 3.990686 -1.819682 -0.788222 0.066 -0.068 0.064 0.4749
H 1.865720 -0.867669 1.261816 0.069 -0.162 0.121 -0.3647
H -2.326489 2.217695 1.598024 0.077 0.231 -0.122 -0.0581
C -1.158631 3.911110 -0.848834 0.139 0.171 -0.698 -0.5892
C -2.993958 -2.923039 -1.299126 -0.119 -0.271 -0.147 -0.7680
H -1.653622 0.072894 0.652779 -0.024 0.163 0.170 0.1894
C -3.198898 2.766190 -0.366813 0.127 -0.028 0.021 -0.3817
H 3.251569 -1.111778 -2.238613 0.059 0.032 -0.119 0.4171
Cl 1.757143 -4.535771 5.398384 0.158 -0.308 0.134 -0.2761
C 0.944394 -3.130555 4.780063 -0.076 0.190 -0.018 0.5473
H 1.302155 2.840271 -4.842499 0.012 0.078 0.007 0.4381
Se 2.907028 5.261274 0.934435 0.108 0.126 0.089 -0.2231
H -0.218570 3.895406 -1.406452 -0.116 0.049 0.255 0.2124
O -0.990368 3.202173 0.369653 -0.155 -0.138 -0.289 0.5929
C -1.014298 0.275671 3.111323 -0.298 -0.581 0.363 0.4191
C 0.594638 0.048897 -3.037356 -0.031 -0.176 0.450 0.6067
H 0.884053 1.273346 -6.723595 0.026 0.019 -0.022 0.3458
C -0.389794 -3.230660 4.423741 0.067 -0.045 0.004 -0.7832
C 0.492618 -0.383035 -5.420075 -0.023 -0.173 -0.169 -0.7647
C -3.739173 -2.411076 -0.248810 -0.124 -0.002 0.038 -0.7451
Se 0.823452 5.862202 1.781117 -0.079 0.189 -0.068 -0.3082
Si 0.450212 -0.449546 -1.195554 0.166 -1.254 -0.638 -1.6067
H 0.330963 -1.081487 -6.232754 -0.026 -0.028 -0.018 0.3865
C 4.024665 0.452713 2.262557 0.267 -0.373 -0.153 0.6684
C 1.643274 -1.941267 4.669037 -0.070 -0.081 0.061 -0.7904
C -2.305013 3.183792 -1.547936 0.132 0.015 0.152 -0.2349
H -2.615823 3.964376 1.379004 0.132 -0.200 -0.097 0.3592
C -1.027845 -2.113275 3.914472 -0.085 0.131 -0.011 -0.4161
C -0.341535 -0.915631 3.768296 -0.050 0.139 -0.069 0.0105
H 1.122403 2.046091 -2.528537 -0.002 0.176 0.084 0.0049
S 3.041057 1.701857 2.669639 -0.538 0.964 0.506 -0.4268
C 1.822699 -1.724886 -0.722769 -0.122 -0.009 -0.105 2.7716
O -2.229989 0.417760 3.181078 -0.034 -0.084 0.007 -0.7248
C 1.631068 -3.113357 -1.329770 -0.205 0.268 -0.028 -2.1300
H -4.694785 -2.851414 0.013393 0.023 -0.030 0.000 0.3424
Se 0.213671 4.038972 3.108728 0.325 0.135 0.258 -0.4914
Sc 0.851142 2.108606 1.224309 0.175 0.360 -0.689 -1.4676
C 0.810892 0.935353 -5.696955 -0.003 0.064 -0.099 -0.4300
C -2.035146 -0.772654 0.105118 0.200 0.246 0.115 0.4544
C 0.388247 -0.813884 -4.107946 -0.039 -0.209 -0.013 -0.4011
H -1.213914 -2.783056 -2.458702 0.011 -0.080 -0.016 0.1441
H -0.910913 -4.170892 4.537905 0.000 -0.033 -0.026 0.3917
C 3.184687 -1.179692 -1.151636 -0.232 0.236 -0.067 -1.8639
H 2.681551 -1.876404 4.956929 0.072 -0.047 0.008 0.4219
H -3.797243 -0.910092 1.294142 -0.039 0.045 0.058 0.5333
H -4.119968 3.348771 -0.327634 -0.014 -0.005 0.053 0.3513
C -1.772488 -2.361013 -1.632069 0.083 -0.105 -0.244 -0.2944
C 0.987030 -0.833557 4.165617 -0.073 0.175 -0.031 -0.0844
H 1.511410 0.108932 4.072165 0.062 -0.038 -0.119 0.5451
H 0.885313 -2.330429 1.140251 -0.105 -0.068 0.111 0.3450
H -2.065329 -2.162744 3.617442 -0.081 0.027 -0.051 0.4256
C -3.251933 -1.325564 0.457719 -0.189 -0.020 0.121 -0.7226
N 4.775635 -0.405972 2.071510 0.379 -0.540 -0.195 -0.7579
H -3.365586 -3.779452 -1.854425 0.024 0.054 -0.010 0.4020
O 0.582384 0.828886 -0.285666 0.100 0.867 0.626 2.7330
H 2.659002 -2.441227 1.153913 0.085 -0.055 0.024 0.6547
H -3.459452 1.712556 -0.429739 -0.080 -0.068 -0.010 0.0571
C 1.808080 -1.857228 0.799980 -0.257 0.363 -0.008 -1.3466
H 1.648707 -3.068278 -2.417600 0.001 -0.090 -0.227 0.3314
```
Positions in Å, forces in eV/Å.

[4]
This record from the OMol25 dataset describes one molecule with the formula C6H9ClN4 in a non-equilibrium geometry. The level of theory is wB97M-V/def2-TZVPD.

Output
Energy ... -913.0537 a.u.
E_LUMO ... -0.913 eV
HOMO level ... -9.928 eV

Structure (XYZ):
```
20
Properties=species:S:1:pos:R:3:forces:R:3:nbo_charge:R:1
N -0.825875 -2.133832 1.303679 -0.704 4.010 1.074 -0.1778
H 2.692157 1.234599 -2.294161 -1.985 -0.712 1.638 0.2366
N -0.830790 0.460693 1.641212 -0.655 -4.260 0.236 -0.1806
H -2.927174 -0.006606 3.273311 1.495 -2.213 -0.290 0.2428
H -0.330415 2.174796 -1.666139 1.697 -0.942 -1.360 0.2334
C 0.441062 1.645067 -2.369243 -0.534 -1.315 0.773 -0.3761
H 1.977543 1.823420 -0.653040 -0.475 -1.823 -1.691 0.2403
C -1.231965 -0.891169 1.886822 -1.714 0.014 2.111 0.3163
H -3.222853 -1.756977 2.605463 1.897 1.326 1.336 0.2378
H -1.928123 -1.508875 4.057096 -0.983 0.919 -1.969 0.2445
C 1.619416 -0.494284 -1.097091 -1.634 0.096 0.021 -0.4517
N 0.090909 0.582216 0.722501 0.460 -4.170 -1.406 -0.1987
C 1.777604 1.075529 -1.545270 0.255 0.955 -0.733 -0.4407
C 0.465075 -0.657121 0.110264 1.950 0.439 -1.619 0.3150
N 0.049521 -2.007570 0.341609 0.726 4.214 0.020 -0.1762
H 2.615700 -1.022251 -0.781687 -1.931 1.211 -0.500 0.2498
H 1.167415 -1.087614 -2.021541 1.088 1.150 1.944 0.2328
H -0.139375 0.762311 -2.916423 1.427 1.910 1.107 0.2152
Cl 0.934818 2.857112 -3.684330 -0.354 -0.918 1.097 -0.0926
C -2.394651 -1.049446 3.086968 -0.026 0.109 -1.792 -0.6698
```
Positions in Å, forces in eV/Å.